{"formula": "C5H9N3", "method": "the ωB97M-V functional and the def2-TZVPD basis", "de_lowest_kcal_mol": 233.5, "total_charge": 0, "symbols": ["C", "C", "C", "C", "C", "H", "H", "H", "H", "H", "H", "H", "H", "H", "N", "N", "N"], "coordinates": [[2.5099, 1.0214, 0.1826], [1.5576, -0.1825, -0.0917], [-0.4911, -0.4622, 1.0303], [-2.6049, -0.3912, -0.4011], [-1.8403, 0.8779, -0.5522], [2.1045, 2.0065, 0.9439], [2.5991, 1.4567, -0.9768], [3.6989, 0.7297, 0.8821], [3.0902, -1.1994, -0.2896], [-0.5606, -1.2688, 1.9169], [-2.1158, -0.8755, -1.3141], [-3.6936, -0.6043, -0.1506], [-2.4671, 1.9401, -0.6322], [-0.6822, 0.7484, -1.3647], [1.9944, -1.2790, -0.6195], [0.2359, 0.0984, -0.1079], [-1.7677, 0.0214, 0.7243]], "lowdin_charge": [-0.119, -0.663, 0.002, -0.206, -0.198, 0.115, 0.110, 0.157, 0.091, 0.181, 0.118, 0.117, 0.139, 0.212, 0.088, -0.019, -0.125]}